(1)
DFT (ωB97M-V/def2-TZVPD) results for a cluster of 6 separate species, C31H58N2O5PS in total in a non-equilibrium geometry.

total charge: +1
E_HOMO: -11.0 eV
LUMO: -4.59 eV
multiplicity: 1

XYZ file:
```
98
Properties=species:S:1:pos:R:3:mulliken_charge:R:1
C 1.03 4.07 -0.67 -1.086
C 1.49 3.46 0.75 -0.054
P 2.99 2.33 0.73 0.052
C 3.83 2.37 -1.00 -0.907
S 2.46 0.23 0.96 0.208
N 1.75 -0.07 2.51 -0.367
C 1.14 0.96 3.08 0.545
C 1.82 2.13 3.94 -0.858
C -0.48 0.97 2.99 -0.709
C 1.18 -0.26 -0.32 1.066
C 1.29 -1.68 -1.01 -0.629
C 0.23 -2.06 -2.10 -0.575
N -0.83 -1.23 -2.57 -0.355
C -0.93 0.03 -1.94 -0.755
C 0.00 0.59 -0.80 -0.095
H 1.33 3.43 -1.57 0.293
H -0.13 4.05 -0.67 0.324
H 1.29 5.18 -0.82 0.285
H 0.58 2.99 1.25 -0.091
H 1.76 4.37 1.42 0.529
H 3.50 3.26 -1.63 0.349
H 4.95 2.54 -0.76 0.361
H 3.73 1.37 -1.54 0.305
H 1.32 3.15 3.72 0.265
H 1.77 1.87 5.06 0.366
H 2.94 2.15 3.66 0.329
H -0.93 1.34 3.99 0.193
H -0.78 -0.15 2.93 0.329
H -0.88 1.51 2.08 0.212
H 2.11 -2.40 -0.70 0.469
H 0.32 -3.11 -2.56 0.547
H -1.76 0.74 -2.29 0.316
H -0.20 1.62 -0.36 0.118
C 3.21 -6.68 0.29 -0.565
C 1.75 -6.81 -0.11 -0.673
C 1.36 -5.37 -0.37 -0.255
O 2.54 -4.70 -0.84 -0.286
C 3.68 -5.56 -0.61 -0.495
H 3.78 -7.60 0.16 0.346
H 3.28 -6.37 1.34 0.251
H 1.67 -7.40 -1.03 0.280
H 1.13 -7.29 0.65 0.365
H 1.03 -4.88 0.55 0.260
H 0.57 -5.28 -1.12 0.245
H 4.00 -5.94 -1.59 0.261
H 4.49 -4.98 -0.18 0.302
C -4.45 -2.52 -2.10 -0.542
C -5.83 -2.55 -1.49 -0.519
C -5.58 -3.26 -0.18 -0.498
O -4.24 -2.93 0.22 -0.427
C -3.57 -2.31 -0.89 0.238
H -4.32 -1.74 -2.86 0.332
H -4.22 -3.48 -2.57 0.298
H -6.18 -1.53 -1.31 0.252
H -6.58 -3.05 -2.11 0.347
H -5.64 -4.34 -0.29 0.283
H -6.28 -2.95 0.60 0.278
H -3.46 -1.24 -0.65 0.060
H -2.58 -2.74 -1.01 -0.098
C -1.32 9.32 -1.37 -0.552
C -1.60 8.59 -2.67 -0.533
C -0.46 7.60 -2.73 -0.448
O -0.11 7.28 -1.37 -0.305
C -0.77 8.21 -0.50 -0.474
H -2.20 9.80 -0.94 0.329
H -0.55 10.08 -1.53 0.265
H -2.56 8.05 -2.59 0.267
H -1.65 9.24 -3.54 0.332
H 0.42 8.04 -3.20 0.285
H -0.72 6.68 -3.26 0.267
H -1.58 7.67 0.01 0.286
H -0.07 8.57 0.25 0.281
C 1.56 -3.24 -5.24 -0.412
C 2.76 -3.63 -4.41 0.166
C 3.66 -4.28 -5.45 -0.569
O 3.38 -3.63 -6.70 -0.403
C 2.19 -2.84 -6.56 -0.556
H 0.96 -2.44 -4.80 0.198
H 0.91 -4.11 -5.39 0.285
H 3.24 -2.73 -4.01 0.150
H 2.53 -4.29 -3.58 -0.072
H 3.43 -5.34 -5.56 0.295
H 4.72 -4.17 -5.21 0.314
H 2.49 -1.79 -6.55 0.276
H 1.53 -3.01 -7.41 0.309
C -1.41 -0.30 7.88 -0.571
C -2.87 -0.44 7.50 -0.531
C -3.27 1.00 7.26 -0.410
O -2.10 1.69 6.79 -0.431
C -0.96 0.84 6.99 0.004
H -0.83 -1.21 7.73 0.331
H -1.33 0.00 8.93 0.276
H -2.95 -1.01 6.57 0.242
H -3.47 -0.93 8.26 0.345
H -3.59 1.49 8.19 0.284
H -4.07 1.10 6.52 0.269
H -0.64 0.48 6.01 -0.106
H -0.14 1.42 7.43 0.299
```

***

(2)
DFT (ωB97M-V/def2-TZVPD) results for a structure of composition C25H31MnN5O5.

total charge: +2
E_HOMO (spin up / spin down): -15.4 / -15.4 eV
relative energy (zero: lowest compared OMol25 entry of this formula, charge and spin): 0.0 kcal per mole
LUMO (spin up / spin down): -9.41 / -8.43 eV
multiplicity: 2
⟨S²⟩: 0.8001

XYZ file:
```
67
Properties=species:S:1:pos:R:3:nbo_charge:R:1
Mn 0.98 1.97 -0.28 1.223
O 5.26 3.83 3.48 -0.592
C 4.36 3.39 2.62 0.404
C 4.64 2.44 1.62 -0.252
C 3.61 2.07 0.79 0.117
N 2.39 2.58 0.91 -0.415
C 2.12 3.49 1.85 0.089
C 3.07 3.93 2.73 -0.219
C 0.69 3.89 1.76 0.737
O 0.14 4.73 2.39 -0.448
O 0.09 3.15 0.78 -0.554
C 3.65 1.11 -0.34 0.744
O 4.57 0.46 -0.69 -0.448
O 2.41 1.09 -0.94 -0.552
H 6.13 3.44 3.36 0.514
H 5.62 2.00 1.49 0.275
H 2.82 4.67 3.48 0.289
C -2.28 -3.49 2.65 -0.614
C -1.54 -2.42 3.45 -0.106
C -2.54 -1.64 4.32 -0.594
C -0.50 -3.10 4.35 -0.600
C -0.84 -1.41 2.55 0.142
C 0.05 -0.47 3.08 -0.175
C 0.63 0.47 2.27 0.054
N 0.40 0.51 0.95 -0.456
C -0.43 -0.39 0.41 0.276
C -1.07 -1.35 1.17 -0.245
C -0.61 -0.24 -1.05 0.164
C -1.14 -1.21 -1.86 -0.174
C -1.20 -1.03 -3.25 0.169
C -0.72 0.19 -3.74 -0.246
C -0.21 1.13 -2.88 0.123
N -0.15 0.93 -1.55 -0.454
C -1.77 -2.11 -4.14 -0.110
C -1.60 -1.79 -5.62 -0.614
C -1.07 -3.45 -3.83 -0.598
C -3.28 -2.23 -3.82 -0.594
H -2.71 -4.21 3.34 0.243
H -1.61 -4.03 1.98 0.215
H -3.10 -3.07 2.07 0.211
H -3.00 -2.33 5.03 0.238
H -3.33 -1.20 3.71 0.219
H -2.06 -0.85 4.89 0.212
H -0.99 -3.87 4.95 0.239
H -0.03 -2.41 5.05 0.210
H 0.29 -3.59 3.77 0.219
H 0.28 -0.46 4.13 0.244
H 1.31 1.20 2.68 0.207
H -1.74 -2.04 0.70 0.247
H -1.49 -2.13 -1.42 0.237
H -0.74 0.41 -4.80 0.259
H 0.15 2.08 -3.24 0.223
H -0.55 -1.65 -5.89 0.218
H -2.16 -0.91 -5.92 0.217
H -1.97 -2.63 -6.21 0.242
H 0.01 -3.37 -3.99 0.222
H -1.46 -4.21 -4.50 0.240
H -1.25 -3.78 -2.81 0.204
H -3.80 -1.29 -3.99 0.221
H -3.45 -2.54 -2.79 0.207
H -3.72 -2.99 -4.47 0.240
N -0.01 4.06 -1.98 -0.653
N 1.29 3.64 -1.50 -0.600
H 0.10 4.81 -2.65 0.381
H -0.53 4.41 -1.19 0.387
H 1.77 4.41 -1.02 0.384
H 1.86 3.41 -2.32 0.408
```

***

(3)
DFT (ωB97M-V/def2-TZVPD) results for a structure of composition H26NeO13.

E_HOMO: -10.2 eV
relative energy (zero: lowest compared OMol25 entry of this formula, charge and spin): 14.8 kcal per mole
LUMO: -0.26 eV
multiplicity: 1

XYZ file:
```
40
Properties=species:S:1:pos:R:3:nbo_charge:R:1
Ne -12.55 9.79 17.66 -0.001
O -9.63 11.91 16.78 -0.964
H -9.51 11.65 17.69 0.500
H -9.66 12.86 16.80 0.472
O -16.37 7.71 17.66 -0.971
H -15.66 7.71 18.30 0.494
H -16.15 6.99 17.07 0.460
O -10.37 11.67 19.86 -0.971
H -10.01 10.79 19.74 0.498
H -9.61 12.20 20.11 0.477
O -12.79 7.44 14.33 -0.965
H -13.22 7.71 13.51 0.479
H -12.00 7.97 14.36 0.487
O -14.19 7.73 19.57 -0.984
H -14.16 8.64 19.85 0.496
H -13.40 7.63 19.03 0.487
O -10.23 8.80 15.00 -0.976
H -9.41 9.08 14.60 0.477
H -10.84 9.53 14.84 0.494
O -13.89 10.23 20.87 -0.987
H -14.71 10.37 21.34 0.474
H -13.61 11.11 20.61 0.500
O -10.57 8.49 20.85 -0.951
H -10.58 8.82 19.95 0.464
H -11.48 8.25 21.03 0.484
O -8.99 9.62 18.75 -0.971
H -8.17 9.54 19.24 0.489
H -9.01 8.85 18.19 0.502
O -11.71 11.19 14.85 -0.980
H -11.10 11.46 15.54 0.504
H -12.41 11.85 14.89 0.475
O -13.65 13.47 17.03 -0.944
H -13.18 14.20 16.63 0.476
H -14.09 13.04 16.30 0.474
O -12.98 12.61 19.79 -0.977
H -12.16 12.12 19.77 0.494
H -13.28 12.62 18.88 0.491
O -12.41 6.98 17.14 -0.970
H -12.60 7.31 16.26 0.497
H -11.57 6.53 17.05 0.468
```

***

(4)
DFT (ωB97M-V/def2-TZVPD) results for a structure of composition C2H2Cl3FN2 in a non-equilibrium geometry.

E_HOMO: -10.6 eV
relative energy (zero: lowest compared OMol25 entry of this formula, charge and spin): 0.0 kcal per mole
LUMO: -1.10 eV
multiplicity: 1

XYZ file:
```
10
Properties=species:S:1:pos:R:3:nbo_charge:R:1
C 0.24 -1.02 0.17 0.249
C 0.04 0.26 -0.59 -0.147
N -0.47 -1.12 1.17 -0.604
N 0.11 1.51 0.29 -0.062
F -0.57 2.69 -0.75 -0.338
Cl 1.44 -2.17 -0.43 0.008
Cl 1.41 0.53 -1.78 -0.018
Cl -0.92 1.46 1.59 0.269
H -0.79 -0.09 -1.25 0.267
H -0.49 -2.05 1.58 0.376
```

***

(5)
DFT (ωB97M-V/def2-TZVPD) results for a structure of composition C3H9N3 in a non-equilibrium geometry.

E_HOMO: -8.0 eV
relative energy (zero: lowest compared OMol25 entry of this formula, charge and spin): 123.8 kcal per mole
LUMO: 0.37 eV
multiplicity: 1

XYZ file:
```
15
Properties=species:S:1:pos:R:3:nbo_charge:R:1
C -0.66 0.98 -0.27 0.116
C -1.94 1.56 0.21 -0.683
N 0.32 -2.20 0.05 -0.689
N 1.60 -1.83 0.60 -0.690
C 1.31 1.30 -0.58 -0.004
N 0.16 1.74 -1.00 -0.502
H -0.42 -0.06 -0.04 0.235
H 0.39 -2.54 -0.91 0.332
H -0.06 -2.94 0.62 0.347
H 2.35 -2.42 0.25 0.326
H 1.77 -0.87 0.32 0.371
H 1.98 2.14 -0.31 0.137
H -2.19 2.47 -0.34 0.234
H -1.86 1.83 1.27 0.242
H -2.75 0.83 0.13 0.229
```

***

(6)
DFT (ωB97M-V/def2-TZVPD) results for a cluster of 2 separate species, C3H7NO in total.

E_HOMO: -10.2 eV
relative energy (zero: lowest compared OMol25 entry of this formula, charge and spin): 37.4 kcal per mole
LUMO: 1.01 eV
multiplicity: 1
SMILES: NC=O.C=C

XYZ file:
```
12
Properties=species:S:1:pos:R:3:nbo_charge:R:1
N -1.38 1.36 1.57 -0.848
C -0.58 0.22 1.67 0.541
O -1.02 -0.89 1.77 -0.569
H -2.35 1.10 1.61 0.380
H -1.19 1.90 0.73 0.385
H 0.49 0.49 1.69 0.109
C 1.59 -0.82 -1.21 -0.391
C 0.43 -0.57 -1.79 -0.392
H 1.66 -1.63 -0.50 0.202
H 2.46 -0.21 -1.45 0.194
H -0.40 -1.26 -1.70 0.199
H 0.29 0.32 -2.39 0.188
```